[1]
ORCA calculation (wB97M-V/def2-TZVPD) on C16H26BrN6O2SSc as an isolated structure.

The geometry in XYZ format:
```
53
C16H26BrN6O2SSc | the Open Molecules 2025 dataset | wB97M-V/def2-TZVPD
Sc -0.23393 0.62709 -0.21908
C -1.08545 2.05618 -3.01884
C -1.84713 0.73556 -3.00162
N -2.05106 0.23519 -1.62436
C -3.19069 0.80466 -0.87346
C -2.94497 2.24504 -0.43511
N -1.57636 2.47628 0.13980
C -0.89963 3.69908 -0.38925
C 0.23127 3.36982 -1.38166
N 0.00974 2.05297 -2.01565
H -1.74423 2.89308 -2.79806
H -0.68506 2.23901 -4.01704
H -1.27198 -0.02729 -3.52955
H -2.79995 0.84398 -3.52695
H -2.20100 -0.76807 -1.68097
H -3.34188 0.16613 0.00028
H -4.11199 0.76998 -1.46286
H -3.69764 2.51433 0.30675
H -3.08423 2.92751 -1.26996
H -1.70576 2.61171 1.13703
H -0.47492 4.24916 0.44969
H -1.64625 4.35309 -0.84009
H 1.19169 3.31578 -0.86737
H 0.29957 4.16758 -2.12480
H 0.88100 1.78572 -2.46877
Br -2.39309 0.64438 2.88129
C -0.52228 0.71739 3.13198
C -0.02004 0.79442 4.42359
C 1.35239 0.74901 4.58722
C 2.16823 0.60388 3.47043
C 1.57301 0.55483 2.22865
N 0.23734 0.63299 2.04947
C 2.39108 0.35501 0.97498
O 3.51239 -0.05858 0.99359
O 1.71061 0.65272 -0.13496
H -0.69359 0.87136 5.26410
H 1.78039 0.80463 5.57901
H 3.24348 0.52119 3.53954
C 0.02470 -5.03898 0.36357
N 1.07899 -4.12622 -0.03739
C 2.40476 -4.61299 -0.44180
C 3.19074 -3.31498 -0.68868
N 2.12062 -2.31366 -0.68020
C 0.97379 -2.82566 -0.22375
S -0.48205 -1.94466 0.05669
H 0.45611 -5.80740 1.00186
H -0.42859 -5.51231 -0.50833
H -0.73495 -4.49697 0.91983
H 2.31350 -5.22489 -1.34079
H 2.83086 -5.22164 0.35377
H 3.70700 -3.31879 -1.64539
H 3.90957 -3.10801 0.10420
H 2.27590 -1.31970 -0.71054
```

ΔE to the lowest compared entry with this formula, charge and spin: 0.0 kJ/mol
Total charge: +2
Orbital gap: 8.735 eV

***

[2]
ORCA calculation (wB97M-V/def2-TZVPD) on C16H26F6O20S4 as an isolated structure in a non-equilibrium geometry.

The geometry in XYZ format:
```
72
C16H26F6O20S4 | the Open Molecules 2025 dataset | wB97M-V/def2-TZVPD
C 2.85347 -18.98679 12.06703
C 2.18596 -17.72037 11.48837
O 0.93480 -18.09156 11.10148
C 0.08329 -17.32138 10.34803
O 0.48038 -16.31455 9.75178
C -1.40061 -17.84115 10.18859
F -1.32150 -18.60155 9.11684
F -1.78091 -18.43348 11.33290
F -2.17846 -16.82621 9.88661
H 3.86065 -18.65371 12.31756
H 2.72735 -19.82177 11.37783
H 2.42724 -19.46287 12.95008
H 2.64680 -17.30293 10.59313
H 2.03767 -16.95044 12.24555
C 4.90583 -18.52939 9.48707
C 3.71201 -19.46471 9.17585
O 2.97360 -19.10404 7.94988
C 2.13061 -18.07889 7.97305
O 1.88189 -17.39917 8.94700
C 1.42304 -17.77145 6.61433
F 1.01927 -16.45111 6.60215
F 2.22778 -18.03626 5.59897
F 0.33682 -18.54839 6.50701
H 5.54428 -18.44868 8.60732
H 5.54472 -18.80346 10.32659
H 4.55966 -17.49982 9.57791
H 2.97572 -19.49719 9.97893
H 4.17400 -20.42575 8.94990
C -0.33178 -14.09459 10.44826
C -0.72622 -14.31336 8.92147
O -0.01317 -13.37470 8.22655
S 1.10884 -12.49587 8.99691
O 0.63868 -11.15132 9.31620
O 2.44521 -12.61288 8.47437
O 0.92817 -13.47422 10.32689
H -0.09465 -14.99697 11.01181
H -0.96835 -13.38022 10.97032
H -1.80562 -14.21639 8.80497
H -0.27834 -15.27737 8.68024
C 1.81348 -14.95694 13.93063
C 2.19124 -14.33197 12.56084
O 3.42723 -15.01126 12.33659
S 4.33785 -15.26910 13.65815
O 5.38201 -14.33699 13.85891
O 4.69643 -16.68963 13.72502
O 3.09519 -14.96456 14.68483
H 1.59042 -16.00851 13.75018
H 1.06202 -14.42617 14.51519
H 2.37532 -13.26552 12.69091
H 1.38558 -14.57604 11.86842
C 2.78259 -15.00094 8.84258
C 2.74829 -15.21824 10.25953
O 3.96166 -15.69705 10.68135
S 5.13923 -15.39590 9.52552
O 6.17687 -16.34265 9.48975
O 5.63178 -13.99234 9.51287
O 3.94207 -15.70569 8.42251
H 2.90347 -13.95166 8.57330
H 1.81513 -15.29602 8.43633
H 2.09338 -16.03827 10.55407
H 2.44651 -14.31389 10.78792
C 6.46197 -12.46523 9.90343
C 7.37563 -13.60016 9.44640
O 8.71148 -13.20300 9.88936
S 8.75932 -11.57391 10.14412
O 8.84533 -10.83049 8.84608
O 9.64379 -11.26782 11.24793
O 7.17957 -11.63634 10.70927
H 5.51080 -12.85201 10.26917
H 6.19374 -11.74332 9.13206
H 7.32406 -13.65165 8.35884
H 7.11771 -14.52949 9.95428
```

Orbital gap: 9.080 eV

***

[3]
ORCA calculation (wB97M-V/def2-TZVPD) on C16H26N2 as an isolated structure in a non-equilibrium geometry.

The geometry in XYZ format:
```
44
C16H26N2 | the Open Molecules 2025 dataset | wB97M-V/def2-TZVPD
C -1.54632 -1.54439 -1.54069
H -0.58368 -1.52387 -1.07636
C -2.19276 -0.34318 -1.52156
C -1.51024 0.69617 -2.50657
N -0.34762 0.91065 -2.04990
C 0.71598 1.62001 -3.02930
C 2.12374 1.50177 -2.60504
C 2.78912 -0.20081 -2.68340
C 3.27882 0.89129 -3.65118
H 4.19188 1.35085 -3.42869
H 3.14453 0.91702 -4.61897
H 3.55750 -0.50542 -1.96641
H 1.93830 -0.95162 -3.06495
H 2.62675 1.92328 -1.66005
H 0.59231 0.88878 -3.96162
H 0.63031 2.76526 -3.21435
C -0.40344 1.92670 -0.77887
C -0.29203 1.13427 0.44374
C -1.07557 1.18272 1.59310
C -1.08767 0.63999 2.66476
C -0.23740 -0.59195 2.74731
C 0.80993 -0.58138 1.74019
C 0.78214 0.05195 0.67153
H 1.45676 -0.00551 -0.14462
H 1.57678 -1.77243 1.85247
N -0.16888 -1.29660 4.06984
C -0.15832 -2.67140 3.89952
H 0.59870 -3.04525 3.03291
H -0.93847 -3.09134 4.00051
H 0.65588 -2.94445 4.77410
C -0.85065 -0.91958 5.14917
H -2.04809 -1.19162 4.95389
H -0.54296 -1.37644 6.05136
H -0.95101 0.21725 5.24597
H -1.93510 0.76874 3.36704
H -1.68651 2.08044 1.48299
H 0.62062 2.35106 -0.78524
H -1.09521 2.76390 -0.73972
H -2.02394 1.66321 -2.67956
H -1.16233 0.39027 -3.58497
H -3.32115 -0.24067 -2.00421
H -2.23518 0.39238 -0.71629
H -2.10283 -2.23257 -1.05715
H -1.59269 -1.99747 -2.67075
```

ΔE to the lowest compared entry with this formula, charge and spin: 1258.4 kJ/mol
Orbital gap: 7.985 eV

***

[4]
ORCA calculation (wB97M-V/def2-TZVPD) on a 2-piece molecular cluster, C16H26N2O5P overall in a non-equilibrium geometry.

The geometry in XYZ format:
```
50
C16H26N2O5P | the Open Molecules 2025 dataset | wB97M-V/def2-TZVPD
C 1.56289 -0.68068 -2.20603
C 0.29127 0.30697 -2.14286
C 0.79896 1.74562 -1.59806
O 1.43628 2.40616 -2.73122
P 3.03662 2.88980 -2.41472
O 3.77924 2.84966 -3.77148
O 3.08314 4.53871 -1.92291
O 3.89968 1.86416 -1.36801
O -0.74147 -0.29506 -1.32681
C -1.86985 -0.69373 -2.15031
C -2.92553 0.51380 -2.12907
C -2.79115 1.64840 -1.05349
C -3.77744 2.86125 -0.96497
C -4.95217 2.90322 -1.97069
C -5.11224 1.75706 -3.01857
C -4.11949 0.55866 -3.15220
H 1.33968 -1.54532 -2.92228
H 1.65829 -1.14904 -1.14961
H 2.52326 -0.12709 -2.49369
H -0.03317 0.49210 -3.23341
H -0.13162 2.38178 -1.33487
H 1.43473 1.68218 -0.65131
H 2.32719 5.02824 -2.33528
H 3.57138 2.10541 -0.45960
H -1.58631 -0.98666 -3.22071
H -2.36272 -1.63443 -1.69001
H -1.93130 1.66000 -0.28836
H -3.63018 3.65613 -0.16094
H -5.69897 3.77567 -1.88743
H -5.98909 1.77935 -3.74290
H -4.24692 -0.25858 -3.95448
C -0.51663 -4.20315 4.20175
C -0.55932 -3.32669 2.96609
N 0.57328 -2.39535 2.85298
C 0.81611 -1.59793 1.74902
C 1.90025 -0.83166 2.04369
N 2.30418 -1.18693 3.31440
C 1.50203 -2.14805 3.77997
C 3.41886 -0.61037 4.05950
H -0.51923 -3.59918 5.11311
H -1.38795 -4.85881 4.23106
H 0.38193 -4.82555 4.20812
H -1.47348 -2.72677 2.96852
H -0.56670 -3.95218 2.06955
H 0.16908 -1.67209 0.89088
H 2.43833 -0.06948 1.50907
H 1.59494 -2.62230 4.74620
H 4.14134 -1.39617 4.28334
H 3.03953 -0.18094 4.98809
H 3.90043 0.16990 3.47098
```

ΔE to the lowest compared entry with this formula, charge and spin: 0.0 kJ/mol
Total charge: +1
Orbital gap: 7.756 eV

***

[5]
ORCA calculation (wB97M-V/def2-TZVPD) on C16H26N6NiO6 as an isolated structure in a non-equilibrium geometry.

The geometry in XYZ format:
```
55
C16H26N6NiO6 | the Open Molecules 2025 dataset | wB97M-V/def2-TZVPD
O 0.27025 -1.50296 -5.06697
H 0.24832 -1.34966 -6.01784
Ni 0.51642 0.20510 -0.37397
N 1.92563 -0.34607 0.71919
N 0.59926 -1.55664 -0.99088
N 0.60886 2.04114 0.03976
N -0.63562 0.89780 -1.68772
O 2.65407 0.40429 1.48828
O 1.35509 2.54675 1.05214
O -1.22801 0.13445 -2.62526
O -0.02621 -2.03612 -2.00919
C 1.30504 -2.39696 -0.17614
C 2.06413 -1.70018 0.79696
C -0.35713 2.82883 -0.47395
C -1.09284 2.15442 -1.50214
C 2.90523 -2.28344 1.86133
H 2.55465 -1.96606 2.85231
H 3.95508 -1.98266 1.76239
H 2.87539 -3.37370 1.81695
C 1.18267 -3.86398 -0.31873
H 1.37800 -4.18433 -1.34817
H 0.17259 -4.20035 -0.04781
H 1.88954 -4.37647 0.33777
C -0.66373 4.16399 0.09079
C -2.28474 2.70517 -2.18706
H 0.20402 4.55193 0.63370
H -1.50744 4.11963 0.79719
H -0.94504 4.87031 -0.69707
H -2.85122 1.89138 -2.65372
H -1.99654 3.42661 -2.96516
H -2.92380 3.23736 -1.46780
H 1.94334 1.72279 1.30444
H -0.75043 -0.79881 -2.48593
C 1.40770 -0.81461 -4.54455
H 1.73114 -1.41747 -3.69497
H 1.11226 0.18366 -4.19898
H 2.23349 -0.72468 -5.27437
O 3.09004 1.19145 -1.84060
H 2.85447 2.11500 -1.65599
H 3.77222 0.97792 -1.17063
N -3.17753 -1.03250 1.34931
C -2.30503 -0.86913 0.33010
N -1.15851 -0.36423 0.78577
C -1.27830 -0.21438 2.16523
C -0.38158 0.23332 3.13079
C -0.83180 0.30031 4.44993
C -2.13426 -0.09145 4.80943
C -3.02759 -0.57125 3.83806
C -2.56374 -0.61608 2.53274
H -4.12437 -1.39228 1.26821
H -2.56298 -1.11936 -0.69131
H 0.62567 0.50149 2.82209
H -0.15061 0.66517 5.21958
H -2.43233 -0.01964 5.85563
H -4.04321 -0.90480 4.05687
```

Spin multiplicity: 3
ΔE to the lowest compared entry with this formula, charge and spin: 0.0 kJ/mol
Orbital gap (alpha / beta): 5.410 / 7.491 eV

***

[6]
ORCA calculation (wB97M-V/def2-TZVPD) on a single C16H26N6O5S molecule.

The geometry in XYZ format:
```
54
C16H26N6O5S | the Open Molecules 2025 dataset | wB97M-V/def2-TZVPD
C -3.13298 4.24980 -1.87824
S -2.93380 2.94683 -0.65094
C -4.43470 1.92884 -0.84584
C -4.09741 0.43732 -0.72742
O -4.89422 -0.34442 -0.23611
N -2.92578 0.04053 -1.27575
C -2.47444 -1.32935 -1.13548
C -1.83950 -1.57756 0.21658
O -0.72876 -0.71041 0.33843
C -0.14319 -0.74665 1.62533
C 0.97683 0.26914 1.67350
N 2.04530 -0.02083 0.72424
C 1.99122 0.66588 -0.55515
C 2.96986 -0.93616 1.08981
O 2.92571 -1.51922 2.16014
C 4.08057 -1.23687 0.08071
N 5.14002 -2.02036 0.66665
C 5.09984 -3.19560 1.31689
N 6.31304 -3.55585 1.66523
C 7.07962 -2.53169 1.19784
C 8.56557 -2.49165 1.36806
N 9.04071 -3.56598 2.04378
O 9.25299 -1.59104 0.93895
N 6.40960 -1.58137 0.58699
C -5.65821 2.29273 0.02425
C -6.56655 1.98052 -1.17691
O -7.67545 2.80675 -1.42999
C -5.33865 2.10323 -2.10494
H -2.25373 4.88303 -1.77002
H -3.15750 3.85408 -2.89078
H -4.01592 4.85862 -1.68844
H -2.24025 0.75713 -1.45587
H -3.33002 -1.99113 -1.26097
H -1.75361 -1.53543 -1.92752
H -2.56878 -1.37395 1.00938
H -1.52182 -2.62469 0.30025
H -0.89065 -0.49784 2.38971
H 0.24860 -1.74650 1.84227
H 0.58366 1.25895 1.43657
H 1.39526 0.28701 2.67895
H 2.76018 0.30739 -1.23135
H 1.02038 0.49503 -1.01891
H 2.13196 1.74027 -0.41625
H 3.65452 -1.75999 -0.77888
H 4.55515 -0.32706 -0.27846
H 4.18434 -3.72226 1.52193
H 8.40731 -4.27089 2.37893
H 10.02729 -3.62763 2.21853
H -5.80156 1.72195 0.93776
H -5.65321 3.36406 0.23911
H -6.94177 0.96212 -1.13580
H -7.39502 3.72664 -1.37968
H -5.28074 3.11300 -2.51059
H -5.21127 1.38149 -2.91049
```

ΔE to the lowest compared entry with this formula, charge and spin: 179.2 kJ/mol
Orbital gap: 9.424 eV
Structure (SMILES): CS[C@]1(C(=O)NCCOCCN(C)C(=O)Cn2cnc(C(N)=O)n2)C[C@H](O)C1

***

[7]
ORCA calculation (wB97M-V/def2-TZVPD) on C16H26NO4S as an isolated structure in a non-equilibrium geometry.

The geometry in XYZ format:
```
48
C16H26NO4S | the Open Molecules 2025 dataset | wB97M-V/def2-TZVPD
C 1.80451 0.70364 6.02501
C 1.18124 -0.65722 5.72924
O 2.01706 -1.55621 5.02751
C 2.27140 -1.26304 3.67157
C 3.67286 -0.64625 3.50479
O 4.63112 -1.48469 4.09579
H 4.24084 -1.83101 4.91120
C 4.08168 -0.47494 2.03370
O 3.23405 0.42119 1.34288
C 2.21972 -0.00118 0.56556
C 1.46165 1.01953 -0.02416
C 0.40948 0.73971 -0.86527
C 0.08307 -0.58479 -1.14323
C 0.82350 -1.60585 -0.55945
C 1.87792 -1.32515 0.28628
H 2.42435 -2.14788 0.71604
H 0.57698 -2.63778 -0.76615
N -0.97654 -0.95929 -2.00073
C -1.79379 -0.18743 -2.70662
O -1.78501 1.04642 -2.72938
C -2.80400 -0.90584 -3.59555
C -4.03398 -0.02991 -3.78407
H -4.69738 -0.11777 -2.92342
H -4.57741 -0.29828 -4.68700
S -3.63910 1.76711 -3.87517
C -5.19964 2.25668 -4.69204
H -6.02129 2.05351 -4.01311
H -5.15594 3.32655 -4.86930
H -5.35450 1.73584 -5.63022
C -2.59663 1.85541 -5.34955
H -1.57489 1.63988 -5.05660
H -2.94625 1.15793 -6.10321
H -2.65223 2.87169 -5.72743
H -2.31856 -1.09623 -4.55721
H -3.09670 -1.86545 -3.16975
H -1.08553 -1.96265 -2.08689
H -0.15578 1.54346 -1.30522
H 1.73005 2.03987 0.19582
H 5.07648 -0.02145 2.01654
H 4.14722 -1.45289 1.55267
H 3.69110 0.34466 3.98497
H 1.50154 -0.60488 3.25265
H 2.24745 -2.22607 3.14766
H 0.23906 -0.52303 5.17759
H 0.96553 -1.17623 6.66636
H 1.15210 1.25533 6.69631
H 1.93145 1.28638 5.11521
H 2.77173 0.57857 6.50538
```

ΔE to the lowest compared entry with this formula, charge and spin: 14.5 kJ/mol
Total charge: +1
Orbital gap: 8.209 eV

***

[8]
ORCA calculation (wB97M-V/def2-TZVPD) on an isolated ion of composition C16H26NO5 and charge +1.

The geometry in XYZ format:
```
48
C16H26NO5 | the Open Molecules 2025 dataset | wB97M-V/def2-TZVPD
C -2.67403 -3.18445 -1.92037
O -1.39878 -2.63670 -1.66090
C -1.19957 -1.30536 -1.86800
C -2.22261 -0.39543 -2.11090
C -1.97256 0.96378 -2.20738
C -0.67892 1.44837 -2.11095
C -0.36648 2.92216 -2.12264
O 0.31808 3.35022 -0.94878
C -0.44124 3.40539 0.22339
C -0.49165 2.05678 0.97698
O -1.02230 2.18587 2.28326
C 0.93417 1.52126 1.16011
N 0.93126 0.41380 2.14140
C 0.44073 -0.86598 1.57476
C 0.40087 -1.92856 2.67694
O 1.66891 -2.10500 3.25120
C 2.14345 -0.91455 3.81982
C 2.25609 0.19030 2.76305
C 0.35660 0.53725 -1.94487
C 0.12278 -0.82102 -1.79268
O 1.22436 -1.57666 -1.48225
C 1.34199 -2.88553 -2.02083
H -3.42055 -2.81768 -1.20962
H -3.00085 -2.97120 -2.94105
H -2.55845 -4.25947 -1.79584
H -3.23901 -0.74221 -2.19876
H -2.79777 1.64142 -2.36429
H -1.28512 3.50695 -2.25579
H 0.32444 3.16010 -2.93504
H 0.04705 4.14467 0.86818
H -1.46755 3.74151 0.01688
H -1.09579 1.34397 0.39640
H -1.80398 2.74825 2.27129
H 1.33748 1.18351 0.20654
H 1.55562 2.32973 1.55065
H 0.26385 0.71980 2.86972
H -0.55366 -0.72454 1.15317
H 1.12348 -1.17631 0.77867
H 0.11703 -2.89272 2.25375
H -0.33431 -1.64484 3.44683
H 3.12725 -1.13975 4.23346
H 1.48086 -0.58395 4.63529
H 2.61075 1.11434 3.22066
H 2.94972 -0.11845 1.97775
H 1.37964 0.88232 -1.93603
H 2.38952 -3.15531 -1.89587
H 0.70968 -3.59682 -1.48772
H 1.08845 -2.89737 -3.08170
```

ΔE to the lowest compared entry with this formula, charge and spin: 2.2 kJ/mol
Total charge: +1
Orbital gap: 8.977 eV
Structure (SMILES): COc1ccc(COC[C@H](O)C[NH+]2CCOCC2)cc1OC